[1]
A single C5H5NO molecule at a distorted geometry. Source: OMol25; level of theory: wB97M-V/def2-TZVPD.

The geometry in XYZ format:
```
12
C5H5NO (wB97M-V/def2-TZVPD)
N -0.16 -1.30 -1.86
C 0.73 -0.55 -1.86
C 0.28 0.56 -0.89
C 1.00 0.68 0.39
C -0.48 0.36 0.42
C -0.94 -0.96 0.96
O -1.98 -1.08 1.56
H -0.03 1.42 -1.47
H 1.66 -0.15 0.63
H 1.34 1.66 0.67
H -1.17 1.17 0.66
H -0.25 -1.82 0.80
```

Values from the calculation:
- max |F| (Eh/bohr) = 0.044
- calculated total energy (eV) = -8799.944
- HOMO level (eV) = -10.1
- SMILES string = N#C[C@@H]1C[C@@H]1C=O
- LUMO (eV) = -0.38
- multiplicity = 1
- gap between HOMO and LUMO (hartree) = 0.356

Want to see where the charge sits? The Löwdin charges in e are: number 1, N, carries 0.209; number 2, C, carries -0.105; number 3, C, carries -0.278; number 4, C, carries -0.084; number 5, C, carries -0.189; number 6, C, carries -0.249; number 7, O, carries 0.060; number 8, H, carries 0.132; number 9, H, carries 0.121; number 10, H, carries 0.110; number 11, H, carries 0.146; number 12, H, carries 0.126


[2]
A molecular structure, C5H5NO at a distorted geometry. Source: OMol25; level of theory: wB97M-V/def2-TZVPD.

The geometry in XYZ format:
```
12
C5H5NO (wB97M-V/def2-TZVPD)
O -0.53 -1.61 0.15
C -0.26 -0.36 0.92
C -0.96 0.81 0.29
C 1.05 0.27 0.40
C 0.11 1.10 -0.47
C -0.39 -1.52 -1.13
N -0.26 -1.45 -2.28
H -0.41 -0.69 1.95
H -1.94 1.24 0.40
H 1.80 -0.41 -0.02
H 1.50 0.92 1.15
H 0.27 1.69 -1.36
```

Values from the calculation:
- max |F| (Eh/bohr) = 0.022
- calculated total energy (eV) = -8800.450
- HOMO level (eV) = -10.2
- LUMO (eV) = 0.85
- multiplicity = 1
- gap between HOMO and LUMO (hartree) = 0.406

Want to see where the charge sits? The Löwdin charges in e are: number 1, O, carries 0.020; number 2, C, carries -0.228; number 3, C, carries -0.028; number 4, C, carries -0.100; number 5, C, carries -0.047; number 6, C, carries -0.386; number 7, N, carries 0.174; number 8, H, carries 0.147; number 9, H, carries 0.108; number 10, H, carries 0.114; number 11, H, carries 0.114; number 12, H, carries 0.112


[3]
A single C5H5NO molecule. Source: OMol25; level of theory: wB97M-V/def2-TZVPD.

The geometry in XYZ format:
```
12
C5H5NO (wB97M-V/def2-TZVPD)
O -1.70 0.78 -1.17
C -1.33 -0.28 -0.40
C 1.57 -0.12 -1.03
C 1.52 0.00 0.28
N 1.28 0.09 1.48
C -1.04 -0.24 0.89
C -0.13 -0.11 1.83
H -1.60 1.58 -0.64
H -1.37 -1.21 -0.97
H 1.71 -1.09 -1.49
H 1.39 0.75 -1.66
H -0.30 -0.15 2.90
```

Values from the calculation:
- max |F| (Eh/bohr) = 0.014
- calculated total energy (eV) = -8799.698
- HOMO level (eV) = -9.3
- LUMO (eV) = 0.53
- multiplicity = 1
- gap between HOMO and LUMO (hartree) = 0.362

Want to see where the charge sits? The Löwdin charges in e are: number 1, O, carries 0.016; number 2, C, carries -0.224; number 3, C, carries 0.010; number 4, C, carries -0.204; number 5, N, carries 0.088; number 6, C, carries -0.022; number 7, C, carries -0.131; number 8, H, carries 0.115; number 9, H, carries 0.126; number 10, H, carries 0.067; number 11, H, carries 0.069; number 12, H, carries 0.089


[4]
2 unconnected molecules or ions with the total composition C5H5NO at a distorted geometry. Source: OMol25; level of theory: wB97M-V/def2-TZVPD.

The geometry in XYZ format:
```
12
C5H5NO (wB97M-V/def2-TZVPD)
O 1.25 2.59 0.49
C 0.13 2.75 0.36
C -0.17 -0.10 0.86
C -0.89 -1.23 0.21
C 0.43 -0.75 -0.37
C 0.45 -0.04 -1.63
N 0.48 0.52 -2.64
H -0.65 0.86 0.75
H 0.37 -0.25 1.79
H -1.78 -0.96 -0.35
H -0.91 -2.20 0.69
H 1.29 -1.40 -0.21
```

Values from the calculation:
- max |F| (Eh/bohr) = 0.028
- calculated total energy (eV) = -8801.909
- HOMO level (eV) = -10.8
- LUMO (eV) = 0.92
- multiplicity = 1
- gap between HOMO and LUMO (hartree) = 0.432

Want to see where the charge sits? The Löwdin charges in e are: number 1, O, carries 0.046; number 2, C, carries 0.026; number 3, C, carries -0.148; number 4, C, carries -0.101; number 5, C, carries -0.267; number 6, C, carries -0.207; number 7, N, carries 0.147; number 8, H, carries 0.029; number 9, H, carries 0.115; number 10, H, carries 0.114; number 11, H, carries 0.105; number 12, H, carries 0.140